Entry 1:
Computed, not measured: a structure of composition C36H27BrF4IrN2O3P in a non-equilibrium geometry, with ωB97M-V/def2-TZVPD.

Each line ends with the Mulliken charge.
Positions of all 75 atoms, in Å:
Ir  -13.04956  12.97260  9.07112  3.6342
N  -13.35237  15.11827  10.04868  -0.3613
C  -13.61597  16.10923  9.06153  0.0429
C  -13.76742  17.47097  9.43996  -0.4235
C  -14.09961  18.34481  8.41199  -0.7353
C  -14.21652  17.93973  7.10211  -0.7304
C  -14.05493  16.57042  6.72067  0.3184
C  -13.95099  16.19860  5.37051  -0.4961
C  -13.72759  14.86876  5.08370  -0.8659
C  -13.57179  13.93647  6.10974  0.0696
N  -13.53362  14.32563  7.38879  -0.1243
C  -13.69079  15.65823  7.73527  0.2791
H  -12.45543  15.19001  10.48937  0.2138
H  -14.07724  14.96236  10.70721  0.2646
H  -13.59567  17.69160  10.50071  0.4840
H  -14.12687  19.40847  8.64765  0.3914
H  -14.47843  18.70244  6.41065  0.4251
H  -14.06480  16.95112  4.61921  0.5075
H  -13.62464  14.53248  4.05414  0.3878
H  -13.37791  12.88984  5.91731  0.3912
C  -16.72419  7.73011  5.89260  -0.7749
O  -17.21277  7.88760  7.18790  -0.4000
C  -16.81905  8.90861  7.91788  0.7458
C  -17.39045  8.96299  9.25062  -0.9458
C  -17.04215  10.01494  10.14450  -0.9173
C  -16.14536  11.00520  9.79030  0.2521
C  -15.83795  12.11078  10.68250  0.8634
C  -16.63164  12.28626  11.94642  -1.8100
O  -14.83458  12.83935  10.52533  -1.0453
C  -15.59444  10.93538  8.49715  0.3518
O  -14.67795  11.77510  8.07912  -0.7407
C  -15.98663  9.95837  7.51259  -0.7399
H  -17.02917  6.78297  5.45945  0.2664
H  -15.64524  7.93089  5.82960  0.3113
H  -17.26633  8.40155  5.20017  0.3480
H  -18.15029  8.22869  9.54647  0.4582
H  -17.54256  10.05132  11.07476  0.5947
H  -16.41102  11.46879  12.60051  0.4617
H  -17.72165  12.27947  11.83597  0.5290
H  -16.32706  13.29243  12.40711  0.2586
H  -15.64526  10.03778  6.52813  0.7630
F  -7.51397  8.46318  7.71881  -0.2581
C  -8.39539  9.24906  8.33988  0.3992
C  -8.28460  9.45231  9.72440  0.2137
F  -7.24315  9.04548  10.45552  -0.2541
C  -9.31572  10.19791  10.35468  0.3775
F  -9.21745  10.42882  11.64370  -0.3530
C  -10.43233  10.64683  9.65157  -0.2738
P  -11.58286  11.81179  10.47902  0.0327
C  -10.45917  13.02543  11.24526  0.7926
C  -9.98863  12.96772  12.55438  -0.5502
C  -9.11568  13.90982  13.06635  -0.7471
C  -8.76845  15.00330  12.29525  -0.6410
C  -9.19622  15.06603  10.99402  -0.6666
C  -10.04418  14.08945  10.46098  -1.0354
C  -12.34627  10.86961  11.78890  0.9102
C  -12.34292  9.47538  11.76251  -0.6933
C  -12.97260  8.73120  12.78345  -0.9260
C  -13.56716  9.42413  13.83270  -0.4834
C  -13.50383  10.83623  13.88982  -0.9270
C  -12.89672  11.54153  12.88800  -0.4050
C  -10.53950  10.24091  8.30072  0.1258
Br  -12.20563  10.47637  7.39807  -0.0001
C  -9.54721  9.53571  7.63744  0.2076
F  -9.68673  9.23470  6.34892  -0.2889
H  -10.14253  12.12875  13.16899  0.5150
H  -8.80473  13.84885  14.09327  0.4696
H  -8.12128  15.80502  12.59515  0.4370
H  -8.97409  15.86309  10.32250  0.4968
H  -10.36982  14.06607  9.45254  0.6003
H  -11.86931  8.94461  10.97696  0.5641
H  -13.02384  7.63251  12.76117  0.4405
H  -14.04168  8.93030  14.67782  0.4440
H  -13.96252  11.28455  14.75671  0.4891
H  -12.71502  12.62236  12.92160  0.4844

Summary:
**<S²>**: 6.0559
**HOMO (alpha / beta)**: -13.190 / -13.938 eV
**ΔE to the lowest compared entry with this formula, charge and spin**: 0.0 kJ/mol
**E**: -139915.6914 eV
**Total charge**: +2
**2S+1**: 5

---

Entry 2:
Computed, not measured: a structure of composition C29H26ClMnN9PTe in a non-equilibrium geometry, with ωB97M-V/def2-TZVPD.

Each line ends with the Mulliken charge.
Positions of all 68 atoms, in Å:
Mn  0.26667  -0.20089  0.19368  0.1480
N  -3.37038  0.45507  -0.22496  -0.1037
C  -2.97374  -0.82527  -0.39944  0.6162
N  -3.76201  -1.77650  -0.99838  -0.6970
N  -3.04927  -2.88140  -0.98394  -0.5273
N  -1.89411  -2.62470  -0.40909  0.8291
N  -1.80294  -1.33567  -0.00581  -0.3490
C  -2.54112  1.49748  0.19275  0.1399
N  -3.03016  2.70175  0.39076  -0.4839
N  -1.94661  3.41213  0.78977  -0.6668
N  -0.90968  2.67020  0.82242  -0.3019
N  -1.23761  1.41025  0.43564  0.4356
H  -4.27692  0.71442  -0.57427  0.2391
Cl  0.37346  -2.24167  1.79418  -0.0932
C  0.14506  -3.54497  0.65322  0.7109
C  1.10017  -4.54930  0.70167  -0.6352
C  1.02886  -5.62084  -0.17778  -0.6075
C  -0.00085  -5.68242  -1.11163  -0.6580
C  -0.94944  -4.67775  -1.16655  -0.2393
C  -0.87894  -3.61155  -0.28642  0.1576
P  1.01764  -1.08691  -1.89618  0.6887
C  2.79072  -1.35624  -2.22372  0.2441
C  3.40613  -2.58180  -1.96262  -0.0040
C  4.75280  -2.77762  -2.20569  -0.6464
C  5.52372  -1.73539  -2.69992  -0.4841
C  4.93561  -0.50864  -2.95415  -0.6081
C  3.58237  -0.32506  -2.72312  -0.4099
C  0.17207  -1.99591  -3.20928  0.5049
C  -1.22042  -1.88349  -3.31513  -0.4324
C  -1.93840  -2.56862  -4.27441  -0.5373
C  -1.28548  -3.38570  -5.18949  -0.6464
C  0.09724  -3.49343  -5.11390  -0.6548
C  0.81245  -2.81905  -4.14151  -0.7200
H  1.90067  -4.45754  1.41884  0.3626
H  1.78327  -6.39200  -0.14094  0.4117
H  -0.06187  -6.50164  -1.81166  0.3811
H  -1.73071  -4.69210  -1.91232  0.4376
H  2.80483  -3.39386  -1.56583  0.2225
H  5.20695  -3.73350  -1.99010  0.4162
H  6.58264  -1.87458  -2.86510  0.3899
H  5.53459  0.31263  -3.31962  0.3503
H  3.12434  0.63946  -2.91243  0.3720
H  -1.75071  -1.21082  -2.64400  0.5446
H  -3.01299  -2.45385  -4.31265  0.4147
H  -1.83963  -3.91128  -5.95430  0.3665
H  0.62987  -4.11642  -5.82085  0.4041
H  1.88832  -2.93790  -4.10048  0.3198
C  8.35930  -0.46705  0.04653  -1.7927
C  6.93031  -0.06190  0.25768  0.8172
C  5.98420  -0.96200  0.70831  -1.0793
C  4.65715  -0.59901  0.90210  1.0391
C  3.68597  -1.63629  1.36634  -1.0988
C  4.24418  0.70583  0.64693  -0.3715
Te  2.27756  1.41835  1.03924  0.0146
C  5.19265  1.63176  0.17980  1.6788
C  4.83488  3.04963  -0.15248  -1.8608
C  6.50866  1.23245  -0.00394  -1.1497
H  8.47365  -1.54799  0.11980  0.3473
H  9.01929  -0.01469  0.78759  0.4085
H  8.71794  -0.15854  -0.93536  0.3635
H  6.27644  -1.98701  0.90080  0.1595
H  4.18924  -2.58425  1.54576  0.3180
H  2.91296  -1.78881  0.61026  -0.2590
H  3.17530  -1.31771  2.27896  0.4990
H  4.07876  3.08740  -0.93667  0.3630
H  5.71901  3.59217  -0.48319  0.3807
H  4.40282  3.56762  0.70366  0.3476
H  7.22467  1.96063  -0.37037  0.2733

Summary:
**<S²>**: 8.7620
**HOMO (alpha / beta)**: -3.828 / -3.978 eV
**ΔE to the lowest compared entry with this formula, charge and spin**: 195.8 kJ/mol
**E**: -104332.3287 eV
**Total charge**: -1
**2S+1**: 6

---

Entry 3:
Computed, not measured: a cluster of 2 separate species, C3H6FN in total in a non-equilibrium geometry, with ωB97M-V/def2-TZVPD.

Each line ends with the Mulliken charge.
Positions of all 11 atoms, in Å:
C  0.69715  -0.55007  1.61860  -0.5189
C  0.82226  0.46867  0.84483  -0.3343
C  -0.74380  0.52047  -0.57192  0.0400
N  -0.31865  -0.30140  -1.54581  -0.4516
F  -1.75521  -0.08007  0.04271  -0.2729
H  1.63631  -0.74619  2.14988  0.2359
H  -0.18854  -1.14780  1.65065  0.2550
H  1.60914  1.19646  0.70453  0.3143
H  -0.95529  1.52895  -0.73520  0.3152
H  0.38593  -0.06298  -2.26618  0.2048
H  -1.18930  -0.82603  -1.89210  0.2124

Summary:
**HOMO**: -8.111 eV
**ΔE to the lowest compared entry with this formula, charge and spin**: 236.9 kJ/mol
**E**: -7412.4064 eV

---

Entry 4:
Computed, not measured: a structure of composition C6H8CsLiO3 in a non-equilibrium geometry, with ωB97M-V/def2-TZVPD.

Each line ends with the Mulliken charge.
Positions of all 19 atoms, in Å:
C  2.02297  2.07726  1.87238  -0.8089
C  2.82491  2.47726  0.83691  -0.0059
O  2.56837  2.41758  -0.42601  -0.7744
H  0.99419  1.73421  1.70624  0.2613
H  2.38016  2.14905  2.90185  0.1687
H  3.82648  2.86628  1.13157  0.2466
O  0.62820  -3.06204  -0.52673  -0.8803
Cs  1.57579  -0.51108  -0.94106  0.8352
C  -0.66444  -3.42146  -0.17661  -0.4419
C  -1.67752  -2.32988  -0.44754  -0.2867
C  -2.12373  -1.42218  0.51386  -0.3287
C  -2.91424  -0.29014  0.28247  -0.1465
O  -3.96670  0.04751  0.97521  -0.8779
Li  -5.18522  1.27917  1.08002  0.8596
H  -0.75042  -3.68338  0.90850  0.1552
H  -0.99905  -4.34181  -0.71769  0.1906
H  -1.94214  -2.15003  -1.49873  0.3732
H  -1.83330  -1.60629  1.55770  0.2170
H  -2.62188  0.36546  -0.55992  0.2438

Summary:
**<S²>**: 0.7752
**HOMO (alpha / beta)**: -2.009 / -3.063 eV
**ΔE to the lowest compared entry with this formula, charge and spin**: 29.5 kJ/mol
**E**: -13244.9137 eV
**Total charge**: -1
**2S+1**: 2